Record 1
80
Properties=species:S:1:pos:R:3:forces:R:3:lowdin_charge:R:1 method="wB97M-V/def2-TZVPD" relative_energy_kcal_mol=12.3 e_tot_ha=-5925.1522 total_charge=-1 homo_energy_ev=-5.48 gap_ev=7.51
Ca -0.0245 -0.0464 -0.0620 0.2 0.6 0.4 1.094
N 0.4290 -0.6498 2.4154 0.2 0.2 0.1 -0.045
C -0.1126 -1.9864 2.4795 -0.4 -0.5 0.4 -0.264
C -1.5718 -1.9785 2.0235 0.3 -0.2 0.7 -0.206
N -1.6882 -1.7052 0.6084 -0.4 0.2 -0.1 -0.146
C -2.0039 -2.8261 -0.2514 0.3 -0.6 -0.4 -0.208
C -0.7645 -3.3431 -0.9930 -0.4 -0.4 0.1 -0.269
N -0.2470 -2.2964 -1.8429 0.1 0.2 -0.1 -0.006
H 1.4290 -0.6607 2.5691 0.1 0.1 -0.1 0.076
H -0.0082 -0.0378 3.0948 0.0 0.0 0.0 0.080
H -0.0567 -2.4277 3.4916 0.0 0.0 -0.2 0.114
H 0.4722 -2.6073 1.7995 0.0 0.0 0.1 0.071
H -2.0934 -1.2071 2.5978 -0.1 0.0 -0.1 0.109
H -2.0321 -2.9436 2.2859 0.0 0.1 -0.1 0.117
H -2.3371 -0.9493 0.4533 -0.4 0.1 0.1 0.077
H -2.7376 -2.5159 -1.0043 0.0 0.0 0.1 0.123
H -2.4399 -3.6585 0.3246 0.0 0.2 -0.1 0.111
H -1.0407 -4.2655 -1.5403 0.1 0.1 0.2 0.110
H 0.0129 -3.6001 -0.2722 0.0 -0.1 0.0 0.085
H -0.8450 -2.1465 -2.6483 0.0 0.2 0.1 0.075
H 0.6845 -2.5169 -2.1707 0.1 0.1 0.0 0.076
C -0.1430 5.4913 0.7601 -0.1 -0.1 0.0 -0.042
C 0.7509 4.6376 -0.0814 0.2 0.0 -0.1 -0.241
C 1.4574 5.1532 -1.1646 -0.1 -0.3 0.1 -0.030
C 2.2129 4.3077 -1.9586 0.0 -0.1 0.1 -0.109
C 2.2242 2.9639 -1.6165 0.1 0.0 -0.1 -0.758
Br 3.2097 1.7368 -2.6746 0.1 0.0 -0.1 0.705
N 1.6023 2.4594 -0.5794 0.1 -0.5 -0.2 0.038
C 0.8853 3.2749 0.1726 -0.1 0.6 0.1 -0.087
H 0.2107 6.5198 0.7956 0.0 0.1 0.0 0.075
H -0.2067 5.1004 1.7710 0.0 0.0 0.1 0.068
H -1.1479 5.4842 0.3356 -0.1 0.1 0.1 0.089
H 1.4210 6.2103 -1.3897 -0.1 0.1 0.0 0.112
H 2.7749 4.6683 -2.8065 0.0 0.0 0.0 0.094
H 0.3931 2.8078 1.0100 -0.2 0.1 0.2 0.090
F -4.7269 2.6650 5.4075 0.2 0.0 -0.2 0.076
C -3.8975 2.3151 4.3973 0.0 0.0 0.0 -0.160
C -4.3229 1.4373 3.4055 -0.1 0.1 0.3 -0.156
F -5.5684 0.9220 3.4674 0.3 0.1 0.0 0.094
C -3.4820 1.0943 2.3714 0.4 -0.1 -0.4 -0.137
F -3.9382 0.2371 1.4162 0.0 0.2 0.3 0.066
C -2.1397 1.5712 2.2321 -1.2 0.6 1.4 -0.354
O -1.3759 1.2471 1.2984 0.5 -0.2 -0.9 -0.183
C -1.7677 2.4538 3.2963 0.4 -0.2 -0.4 -0.130
F -0.4972 2.9498 3.2780 -0.4 -0.1 0.1 0.057
C -2.6058 2.8259 4.3243 -0.3 0.0 0.2 -0.157
F -2.1776 3.6882 5.2705 -0.1 -0.2 -0.2 0.091
N -6.6256 1.9814 -7.5183 0.0 0.0 0.0 0.134
C -5.8005 1.8016 -6.7355 -0.8 0.2 -0.8 -0.221
C -4.8000 1.5995 -5.7714 0.9 -0.2 0.9 -0.261
C -3.5615 1.0492 -6.1276 -0.4 0.1 -0.1 -0.038
C -2.5870 0.8713 -5.1754 0.1 0.0 0.1 -0.034
C -2.8073 1.2303 -3.8346 -0.4 0.0 -0.3 -0.268
C -4.0559 1.7787 -3.4916 0.1 0.0 0.1 -0.030
C -5.0355 1.9595 -4.4374 -0.1 0.0 -0.4 -0.036
C -1.8243 1.0085 -2.8481 -0.1 0.0 -0.2 -0.204
C -0.9838 0.7771 -1.9931 -0.3 0.4 -0.6 -0.145
H -3.3874 0.7673 -7.1588 0.0 0.0 0.0 0.113
H -1.6323 0.4469 -5.4522 0.0 0.0 0.0 0.113
H -4.2415 2.0553 -2.4635 0.1 0.0 0.1 0.115
H -5.9977 2.3782 -4.1674 0.0 0.0 0.0 0.115
C 4.5465 -9.2572 -2.5098 0.0 -0.1 -0.2 -0.087
C 4.3798 -7.8325 -2.0646 -0.1 0.3 0.1 -0.769
O 3.9835 -6.9275 -2.7461 0.0 -0.3 -0.3 0.034
S 4.8251 -7.6207 -0.3615 0.0 0.3 0.4 1.002
C 4.2651 -5.9503 -0.0996 0.3 -0.7 -0.1 -0.545
C 4.9406 -4.8846 -0.6755 0.0 -0.1 0.1 -0.100
C 4.4186 -3.6157 -0.5647 -0.1 0.2 0.1 -0.024
C 3.2187 -3.3886 0.1265 0.1 -0.6 -0.1 -0.262
C 2.5996 -4.4794 0.7584 0.0 0.2 0.0 -0.044
C 3.1067 -5.7517 0.6358 0.2 -0.1 0.0 -0.106
C 2.6003 -2.1208 0.1184 0.2 0.1 0.1 -0.216
C 2.0480 -1.0363 0.0038 1.0 -0.2 0.0 -0.164
H 5.1355 -9.2959 -3.4244 0.0 0.0 0.0 0.085
H 3.5613 -9.6702 -2.7248 0.0 0.0 0.0 0.088
H 5.0194 -9.8457 -1.7295 0.1 -0.1 0.0 0.052
H 5.8584 -5.0572 -1.2184 0.0 0.0 -0.1 0.108
H 4.9192 -2.7776 -1.0285 0.0 0.0 0.0 0.116
H 1.6985 -4.3221 1.3349 0.0 0.1 0.0 0.094
H 2.6099 -6.5903 1.1033 0.0 -0.1 0.0 0.100

=====

Record 2
13
Properties=species:S:1:pos:R:3:forces:R:3:lowdin_charge:R:1 method="wB97M-V/def2-TZVPD" relative_energy_kcal_mol=133.9 e_tot_ha=-1196.4244 homo_energy_ev="-6.75 / -6.74" gap_ev="5.33 / 5.32"
C -1.1978 0.3362 0.8377 -1.4 -0.8 2.2 -0.585
C 0.7564 1.0529 -0.2431 4.1 2.4 -0.5 -0.493
C -0.5162 -0.6592 -1.1919 0.9 -2.5 -2.6 -0.116
N -0.2915 0.2189 -0.2583 -3.9 -0.9 0.5 -0.399
P -1.9443 -0.9999 1.6134 0.8 1.2 -0.3 0.852
P 1.1025 1.9335 1.2184 -2.6 -1.8 -0.6 0.893
P 1.5195 -1.2612 -2.6630 -1.3 2.9 1.2 0.453
H -1.3161 1.3310 1.2965 0.3 -0.5 -0.6 0.007
H 1.2861 1.0220 -1.2771 -0.4 0.1 2.3 0.042
H -1.5435 -1.2280 -1.1569 2.0 1.2 0.4 0.066
H -2.4211 -0.2651 2.7795 0.1 -0.1 -0.9 -0.122
H 2.3651 2.2852 1.0660 2.3 0.9 -1.2 -0.198
H 1.3859 -2.5956 -2.6378 -0.7 -2.0 0.2 -0.400

=====

Record 3
18
Properties=species:S:1:pos:R:3:forces:R:3:lowdin_charge:R:1 method="wB97M-V/def2-TZVPD" relative_energy_kcal_mol=22.5 e_tot_ha=-310.0371 homo_energy_ev=-9.60 gap_ev=10.36 smiles=CCOCC.O
C 1.6859 2.3782 -0.5898 0.8 -0.9 0.6 -0.070
C 0.5596 1.3691 -0.8063 -1.1 2.1 -1.7 -0.359
O 0.4486 0.4772 0.2159 -0.3 -1.7 0.8 -0.166
C -0.7356 -0.3620 0.1095 0.8 0.1 1.3 -0.246
C -1.9324 0.4467 0.6015 -0.4 0.1 -0.5 -0.086
H 2.5499 1.7963 -0.2273 0.0 0.5 -0.1 0.076
H 1.3588 3.0598 0.2133 0.3 -0.2 -0.3 0.079
H 2.0066 2.9823 -1.4551 -0.5 -0.5 0.2 0.079
H -0.3003 2.0661 -0.8032 -0.4 -0.6 -0.4 0.106
H 0.5200 0.7898 -1.7488 0.5 0.6 -0.1 0.125
H -0.9847 -0.7232 -0.9068 0.7 0.3 0.1 0.116
H -0.4302 -1.2385 0.7127 -0.6 0.4 -0.1 0.117
H -1.7072 1.1364 1.4323 0.1 -0.5 -0.3 0.087
H -2.8049 -0.1676 0.8810 0.4 0.1 -0.2 0.078
H -2.1926 1.0425 -0.2895 -0.4 0.1 0.6 0.068
O 0.4237 -5.0404 1.2153 0.7 0.1 -1.0 -0.090
H 1.1229 -5.6689 0.9247 -0.7 0.7 0.3 0.047
H 0.4121 -4.3437 0.5205 0.1 -0.8 0.7 0.041

=====

Record 4
12
Properties=species:S:1:pos:R:3:forces:R:3:lowdin_charge:R:1 method="wB97M-V/def2-TZVPD" relative_energy_kcal_mol=92.1 e_tot_ha=-774.7801 homo_energy_ev=-9.52 gap_ev=8.54
N 0.0738 -1.5612 1.0141 -0.9 -1.4 3.5 0.061
C 1.1047 -0.6863 0.8269 -4.6 0.4 -1.1 -0.980
S 2.6526 -0.7972 0.9322 3.0 -0.8 0.8 0.800
C 0.5982 0.5443 0.1440 2.0 4.5 -2.9 -0.175
N -0.2907 0.9875 -0.7172 0.3 -1.8 3.1 0.153
O -1.4884 0.1331 -0.5797 1.2 -0.6 -0.6 -0.081
C -2.5383 0.6690 -1.1639 -2.7 4.0 -0.2 -0.359
O -2.6536 1.7870 -1.6611 1.1 -2.3 0.3 0.043
H 0.1551 -2.2122 1.9041 0.0 1.5 -2.8 0.164
H -0.8712 -1.1097 0.9500 1.4 -0.8 0.1 0.100
H 1.4529 1.3639 0.1429 -1.7 -1.8 -0.1 0.130
H -3.5109 0.2055 -0.9062 0.8 -1.0 -0.2 0.144

=====

Record 5
91
Properties=species:S:1:pos:R:3:forces:R:3:lowdin_spin:R:1 method="wB97M-V/def2-TZVPD" relative_energy_kcal_mol=0.0 e_tot_ha=-7618.1704 total_charge=-2 homo_energy_ev="-1.19 / -1.91" gap_ev="5.09 / 5.81" spin_multiplicity=4
V 0.1119 -0.1628 0.0724 -0.2 -0.2 -0.1 2.683
O 3.0981 -0.4084 3.5686 -0.1 0.0 0.0 0.000
C 4.1339 -0.9138 2.8872 0.0 0.0 -0.1 0.001
C 5.3144 -1.1494 3.5996 0.0 0.0 0.0 0.000
C 6.4269 -1.6713 2.9701 -0.1 0.0 0.0 0.001
C 6.3850 -1.9713 1.6108 0.0 0.0 0.0 0.000
C 5.2209 -1.7334 0.9019 0.0 0.0 0.0 0.000
C 4.0853 -1.2024 1.5104 0.0 0.1 0.1 0.000
C 2.8571 -0.9211 0.7118 -0.2 0.1 0.0 0.007
O 1.8381 -0.4322 1.3153 -0.1 -0.3 0.1 0.025
N 2.9273 -1.1745 -0.5688 0.3 0.0 0.0 0.004
N 1.7390 -0.9268 -1.2420 -0.3 0.2 -0.1 0.000
C 1.8872 -1.0555 -2.5071 0.0 -0.1 0.3 0.038
S 0.6113 -0.9062 -3.7019 0.0 0.0 -0.1 0.013
C 1.5656 -1.8339 -4.9452 0.0 0.0 0.0 0.002
C 3.0019 -1.3656 -4.8656 0.0 0.0 0.0 0.001
S 3.5022 -1.4529 -3.1243 0.1 0.0 -0.1 0.012
H 2.3324 -0.3746 2.9369 0.0 -0.1 0.0 0.000
H 5.3180 -0.9174 4.6575 0.0 0.0 0.0 0.000
H 7.3308 -1.8501 3.5418 0.0 0.0 0.0 0.000
H 7.2516 -2.3875 1.1120 0.0 0.0 0.0 0.000
H 5.1587 -1.9525 -0.1563 0.0 0.0 0.0 0.000
H 1.1164 -1.6164 -5.9160 0.0 0.0 0.0 0.000
H 1.4927 -2.9054 -4.7501 0.0 0.0 0.0 0.000
H 3.0881 -0.3377 -5.2240 0.0 0.0 0.0 0.000
H 3.6792 -2.0042 -5.4367 0.0 0.0 0.0 0.000
O -3.1963 1.0328 0.9574 -0.1 0.0 0.0 0.001
S -2.1629 1.5040 1.8406 0.0 0.1 0.1 0.005
O -2.6013 1.7941 3.1962 0.1 0.0 0.0 0.000
O -0.9379 0.6743 1.8455 0.0 0.0 -0.2 0.033
C -1.6815 3.1307 1.2001 0.0 -0.1 -0.1 0.000
C -2.5862 4.1400 1.5346 0.0 -0.1 0.0 0.000
C -2.3830 5.4479 1.1425 0.0 0.0 0.0 0.000
C -1.2421 5.7748 0.4215 0.0 0.1 0.0 0.000
C -0.3381 4.7835 0.0940 0.0 0.0 0.0 0.000
C -0.5454 3.4446 0.4480 0.0 0.2 0.0 0.002
P 0.7737 2.2438 0.0021 0.1 -0.1 0.0 0.044
C 1.3147 2.6986 -1.6825 0.0 0.0 0.0 0.005
C 0.5160 3.3416 -2.6228 0.0 0.0 0.0 0.001
C 0.9502 3.4810 -3.9348 0.0 0.0 0.0 0.000
C 2.1803 2.9738 -4.3242 0.0 0.0 0.0 0.000
C 2.9733 2.3068 -3.3987 0.0 0.0 0.0 0.000
C 2.5381 2.1604 -2.0919 0.0 0.0 0.0 0.002
C 2.1093 2.8931 1.0763 0.0 0.0 0.0 0.007
C 2.0987 2.4370 2.3943 0.0 0.0 0.0 0.001
C 3.0638 2.8650 3.2928 0.0 0.0 0.0 0.000
C 4.0502 3.7524 2.8846 0.0 0.0 0.0 0.000
C 4.0666 4.2111 1.5747 0.0 0.0 0.0 0.000
C 3.1010 3.7828 0.6731 0.0 0.0 0.0 0.001
H -3.4496 3.8700 2.1280 0.0 0.0 0.0 0.000
H -3.1022 6.2118 1.4127 0.0 0.0 0.0 0.000
H -1.0522 6.7999 0.1244 0.0 0.0 0.0 0.000
H 0.5615 5.0461 -0.4503 0.0 0.0 0.0 0.000
H -0.4652 3.6998 -2.3413 0.0 0.0 0.0 0.000
H 0.3088 3.9673 -4.6601 0.0 0.0 0.0 0.000
H 2.5099 3.0742 -5.3519 0.0 0.0 0.0 0.000
H 3.9192 1.8697 -3.6958 0.0 0.0 0.0 0.000
H 3.1413 1.5946 -1.3883 0.0 0.0 0.0 0.000
H 1.3386 1.7275 2.7010 0.0 0.0 0.0 0.000
H 3.0597 2.4763 4.3029 0.0 0.0 0.0 0.000
H 4.8142 4.0744 3.5824 0.0 0.0 0.0 0.000
H 4.8398 4.8974 1.2487 0.0 0.0 0.0 0.000
H 3.1276 4.1341 -0.3513 0.0 0.0 0.0 0.000
O -2.1346 -3.7512 -0.2211 0.0 0.0 0.0 0.012
C -1.8034 -2.6036 -0.5505 0.1 0.0 0.1 0.010
O -0.9148 -1.9349 0.0673 0.1 0.2 -0.2 0.040
C -2.5585 -1.9934 -1.7413 0.0 0.0 0.0 0.006
C -3.4847 -2.8615 -2.3330 0.0 0.0 0.0 0.000
C -4.2796 -2.5041 -3.4044 0.0 0.0 0.0 0.005
C -4.1621 -1.2169 -3.9208 0.0 0.0 0.0 0.000
C -3.2592 -0.3408 -3.3580 0.0 0.0 0.0 0.003
C -2.4336 -0.6899 -2.2668 0.0 0.0 0.0 0.010
S -1.3204 0.5747 -1.7864 0.0 0.0 0.2 0.022
H -3.5510 -3.8491 -1.8974 0.0 0.0 0.0 0.000
H -4.9818 -3.2137 -3.8280 0.0 0.0 0.0 0.000
H -4.7731 -0.8962 -4.7589 0.0 0.0 0.0 0.000
H -3.1594 0.6641 -3.7510 0.0 0.0 0.0 -0.001
C -2.1276 -3.9341 4.9670 -0.2 0.0 -0.1 0.000
As -1.5046 -2.4298 3.9035 0.1 0.1 0.3 0.000
C -2.8329 -2.2072 2.5391 0.0 -0.1 0.0 0.000
C -1.7677 -0.9242 5.0940 0.0 0.0 0.0 0.000
S 0.4868 -2.7581 3.4612 0.2 0.0 -0.1 0.000
H -3.1425 -3.7758 5.3371 0.0 0.0 0.0 0.000
H -1.4312 -4.0521 5.7947 0.0 0.0 0.0 0.000
H -2.0918 -4.8217 4.3378 0.0 0.0 0.0 0.000
H -3.7808 -1.9917 3.0356 0.0 0.0 0.0 0.000
H -2.8894 -3.1179 1.9439 0.0 0.0 0.0 0.000
H -2.5479 -1.3845 1.8897 0.0 0.0 0.0 0.000
H -2.6871 -1.0602 5.6663 0.0 0.0 0.0 0.000
H -1.8329 -0.0119 4.5009 0.0 0.0 0.0 0.000
H -0.9090 -0.8823 5.7609 0.0 0.0 0.0 0.000